# 1
An isolated ion of composition C18H29N2O3 and charge +1. Source: the OMol25 dataset; level of theory: ωB97M-V/def2-TZVPD.

Results
HOMO-LUMO gap = 9.547 eV
electronic energy = -1038.2473 Eh
SMILES = C=CCc1ccccc1OC[C@H](O)C[NH+]1CCN(CCO)CC1
energy relative to the best compared isomer or geometry (same formula, charge and spin) = 219.6 kJ/mol

Geometry as ORCA input:
```
! wB97M-V def2-TZVPD RIJCOSX def2/J DEFGRID3
* xyz 1 1
C 0.0609 1.7798 -2.6074
C 1.2502 1.9254 -2.0542
C 1.4860 2.3767 -0.6440
C 2.5905 1.6152 0.0407
C 3.5960 2.2814 0.7247
C 4.6168 1.5918 1.3564
C 4.6407 0.2114 1.3109
C 3.6458 -0.4789 0.6371
C 2.6321 0.2177 0.0002
O 1.5911 -0.3975 -0.6890
C 1.6988 -1.7521 -1.0587
C 1.1639 -2.7385 0.0226
O 0.4279 -3.7750 -0.5847
H 1.0163 -4.4174 -0.9951
C 0.2493 -2.0358 1.0425
N -0.7350 -1.1246 0.4206
H -0.1808 -0.5237 -0.2239
C -1.7812 -1.8291 -0.3520
C -2.6679 -0.8090 -1.0535
N -3.3020 0.0276 -0.0568
C -2.3008 0.7536 0.6956
C -1.3862 -0.2360 1.4086
H -0.6212 0.3002 1.9726
H -1.9771 -0.8488 2.0916
H -2.8021 1.3523 1.4548
H -1.6981 1.4225 0.0533
C -4.3647 0.8508 -0.6115
H -5.0905 0.1620 -1.0525
C -5.0617 1.7026 0.4618
H -4.4654 2.5856 0.7036
O -5.2333 1.0164 1.6731
H -5.8421 0.2821 1.5381
H -6.0198 2.0510 0.0560
H -4.0008 1.5206 -1.4078
H -3.4392 -1.3399 -1.6138
H -2.0667 -0.2229 -1.7735
H -1.3136 -2.5065 -1.0654
H -2.3803 -2.4141 0.3482
H -0.2842 -2.8020 1.6088
H 0.8716 -1.4525 1.7245
H 1.9968 -3.1613 0.6006
H 1.0711 -1.8584 -1.9515
H 2.7260 -2.0035 -1.3380
H 3.6792 -1.5571 0.6132
H 5.4303 -0.3391 1.7970
H 5.3910 2.1318 1.8773
H 3.5806 3.3603 0.7562
H 1.7629 3.4343 -0.6651
H 0.5597 2.2967 -0.0649
H 2.1458 1.7450 -2.6323
H -0.0590 1.4903 -3.6367
H -0.8494 1.9854 -2.0644
*
```

=====

# 2
C18H29N2O5ReS as an isolated structure. Source: the OMol25 dataset; level of theory: ωB97M-V/def2-TZVPD.

Results
HOMO-LUMO gap (spin up / spin down) = 7.226 / 7.547 eV
electronic energy = -1665.0800 Eh
energy relative to the best compared isomer or geometry (same formula, charge and spin) = 111.0 kJ/mol

Geometry as ORCA input:
```
! wB97M-V def2-TZVPD RIJCOSX def2/J DEFGRID3
* xyz 1 4
Re -0.2682 -0.8891 -0.6416
C -1.6223 0.9211 2.1819
C -2.8528 0.1970 1.6145
O -2.8178 -0.0552 0.2268
C -3.2308 0.9759 -0.6378
C -2.1461 2.0337 -0.9193
O -0.8706 1.4292 -0.8352
C 0.1739 2.2415 -1.3451
C 1.4737 1.9724 -0.5852
O 1.6308 0.5930 -0.3484
C 2.8787 0.2757 0.2380
C 2.8355 -1.1877 0.7092
O 1.6093 -1.5490 1.3042
C 1.3503 -1.1100 2.6207
C 0.6241 0.2435 2.6958
O -0.4620 0.2187 1.7948
H -1.7249 0.9204 3.2736
H -1.5638 1.9681 1.8460
H -3.7536 0.7638 1.8833
H -2.8873 -0.8032 2.0569
H -4.1334 1.4711 -0.2599
H -3.4737 0.4502 -1.5648
H -2.2015 2.8631 -0.1975
H -2.3107 2.4372 -1.9270
H -0.0759 3.3013 -1.2331
H 0.3026 2.0235 -2.4125
H 1.4610 2.5071 0.3788
H 2.3119 2.3529 -1.1856
H 3.0770 0.9600 1.0783
H 3.6878 0.3869 -0.4990
H 3.6731 -1.3916 1.3890
H 2.8972 -1.8411 -0.1683
H 2.2694 -1.0628 3.2146
H 0.6860 -1.8759 3.0319
H 1.2962 1.0832 2.4579
H 0.2674 0.3824 3.7235
C -0.7445 -2.6825 -0.6039
C -1.0499 -4.0194 -0.3246
C -2.3689 -4.4305 -0.0572
C -2.6138 -5.7041 0.4127
C -1.5693 -6.5993 0.6007
C -0.2681 -6.2196 0.3042
C -0.0052 -4.9505 -0.1625
H -3.1748 -3.7216 -0.1891
H -3.6220 -5.9957 0.6665
H -1.7701 -7.5878 0.9834
H 0.5428 -6.9157 0.4550
H 1.0033 -4.6397 -0.3835
N -0.6692 -1.9702 -4.0787
C 0.4662 -1.3331 -4.3696
N 1.0437 -1.4683 -5.5691
S 1.1470 -0.2742 -3.2588
H -1.0083 -2.7291 -4.6475
H -0.9621 -1.9215 -3.0939
H 0.6751 -2.0651 -6.2918
H 1.8966 -0.9667 -5.7512
*
```

=====

# 3
C18H29N3NaO4Ta as an isolated structure. Source: the OMol25 dataset; level of theory: ωB97M-V/def2-TZVPD.

Results
HOMO-LUMO gap = 5.736 eV
electronic energy = -1387.3699 Eh
energy relative to the best compared isomer or geometry (same formula, charge and spin) = 52.1 kJ/mol

Geometry as ORCA input:
```
! wB97M-V def2-TZVPD RIJCOSX def2/J DEFGRID3
* xyz 2 1
N -2.1258 -0.2412 0.1440
C -2.4416 -1.4876 0.1784
O -3.4147 -2.1891 0.4318
Na -4.3498 -0.1332 0.5560
Ta -0.1726 0.0796 0.0284
N 0.0243 1.8277 -0.8658
N 0.8754 -1.0469 -1.2218
C -0.5819 2.2262 -2.1612
C 0.5766 -2.2271 -2.0667
C -0.8138 3.7329 -2.2217
C 0.4436 1.8318 -3.2187
C -1.9278 1.5437 -2.3740
C 0.2140 -3.3837 -1.1304
C 1.7698 -2.6125 -2.9372
C -0.6138 -1.8796 -2.9538
H -1.4652 4.0626 -1.4033
H -1.2982 3.9774 -3.1787
H 0.1296 4.2858 -2.1884
H 1.3592 2.4201 -3.0639
H 0.0509 2.0391 -4.2227
H 0.6968 0.7643 -3.1382
H -1.8669 0.4501 -2.3582
H -2.3333 1.8106 -3.3619
H -2.6712 1.8544 -1.6252
H 1.0541 -3.5940 -0.4558
H 0.0014 -4.2935 -1.7135
H -0.6721 -3.1475 -0.5249
H 2.6102 -2.9735 -2.3331
H 2.0957 -1.7676 -3.5561
H 1.4748 -3.4313 -3.6090
H -0.8431 -2.7209 -3.6253
H -0.3907 -1.0103 -3.5879
H -1.5233 -1.6767 -2.3734
C 0.9520 2.7630 -0.2090
H 1.0052 2.5281 0.8630
H 1.9583 2.7028 -0.6476
H 0.6181 3.8074 -0.2953
C 2.2927 -0.7509 -0.9111
H 2.3432 -0.0152 -0.0852
H 2.8454 -1.6498 -0.5946
H 2.8276 -0.3076 -1.7681
O 0.3931 2.1658 4.1588
C 0.2087 0.9330 4.6869
C 0.2042 0.7943 6.0755
C 0.1102 -0.4796 6.6489
C 0.0431 -1.6478 5.8747
C 0.0393 -1.5365 4.4893
C 0.0649 -0.2594 3.9077
C -0.0427 -0.1355 2.5070
O 0.1155 -1.1442 1.6989
O -0.3433 0.9924 1.9236
H 0.1256 2.0933 3.2093
H 0.2741 1.6864 6.7054
H 0.0980 -0.5829 7.7354
H -0.0135 -2.6432 6.3301
H 0.0097 -2.4039 3.8286
*
```

=====

# 4
An isolated ion of composition C18H29N4O3 and charge +1. Source: the OMol25 dataset; level of theory: ωB97M-V/def2-TZVPD.

Results
HOMO-LUMO gap = 8.533 eV
electronic energy = -1147.8878 Eh
SMILES = CNC(=O)[C@@H](Cc1ccccc1)NC(=O)[C@@H](CCCC[NH3+])NC(C)=O
energy relative to the best compared isomer or geometry (same formula, charge and spin) = 0.0 kJ/mol

Geometry as ORCA input:
```
! wB97M-V def2-TZVPD RIJCOSX def2/J DEFGRID3
* xyz 1 1
O -1.3081 2.2493 4.0326
O -1.4871 -1.3722 -1.8251
O 1.9100 0.8582 0.8386
C -0.1255 2.4746 3.7844
C -0.3241 -1.3076 -2.1982
C 0.7426 0.5020 0.9027
C 2.9463 0.4727 -6.0049
C 1.6033 0.7549 -6.0077
C 3.6158 0.2245 -4.7982
C 0.9249 0.9066 -4.7902
C 2.9406 0.4320 -3.5915
C 1.5764 0.7845 -3.5665
N 0.1383 -2.0375 -3.2198
N 0.0432 -0.0034 -0.1416
N 0.5702 1.6551 3.0333
C 0.6043 3.6774 4.3104
C -0.7281 -2.9768 -3.9773
C -0.8055 -1.8793 2.6690
C -2.2206 -1.9747 3.2572
C 0.8187 0.9653 -2.2769
C 0.0875 -0.7173 3.1083
C -3.2116 -0.7611 3.1079
C 0.6012 -0.3035 -1.4512
C -0.0047 0.5875 2.2583
N -3.0481 0.2009 4.2484
H 3.4838 0.4090 -6.9219
H 1.0760 0.9368 -6.9553
H 4.6516 -0.0155 -4.7945
H -0.0950 1.0854 -4.8500
H 3.4575 0.3392 -2.6551
H 1.0886 -1.8685 -3.5547
H -0.9224 -0.3028 -0.0762
H 1.5268 1.8813 2.8985
H 1.1676 4.1660 3.5301
H 1.2024 3.3646 5.1656
H -0.1547 4.3402 4.6916
H -1.5807 -3.3284 -3.4016
H -0.1430 -3.8491 -4.2840
H -1.1787 -2.4766 -4.8631
H -0.3286 -2.8116 3.0521
H -0.7915 -1.9437 1.6002
H -2.1961 -2.1661 4.3504
H -2.7242 -2.8223 2.8051
H 1.4403 1.6186 -1.7100
H -0.1482 1.4260 -2.4699
H 1.1382 -1.0032 3.0281
H -0.0332 -0.4681 4.1753
H -4.2509 -1.1245 3.0955
H -3.0604 -0.2671 2.1532
H 1.5535 -0.7334 -1.3272
H -1.0606 0.8125 2.0222
H -2.1358 0.6406 4.2575
H -3.1591 -0.2500 5.1369
H -3.6829 0.9985 4.1992
*
```

=====

# 5
C18H30AsF9N2O2S2Si2Zr as an isolated structure. Source: the OMol25 dataset; level of theory: ωB97M-V/def2-TZVPD.

Results
HOMO-LUMO gap = 7.024 eV
electronic energy = -5520.5439 Eh
energy relative to the best compared isomer or geometry (same formula, charge and spin) = 2.7 kJ/mol

Geometry as ORCA input:
```
! wB97M-V def2-TZVPD RIJCOSX def2/J DEFGRID3
* xyz 2 1
Zr 0.6636 0.2143 0.4191
O 2.2401 0.0380 -0.9634
S 3.5480 -0.8306 -0.8950
C 4.8907 0.3868 -0.9460
C 5.2359 0.6104 -2.4141
C 5.1285 -0.7658 -3.0679
C 3.7832 -1.3351 -2.6275
H 5.7150 -0.0716 -0.3959
H 4.5466 1.2631 -0.3973
H 6.2361 1.0305 -2.5057
H 4.5339 1.3101 -2.8705
H 5.9454 -1.4096 -2.7381
H 5.1735 -0.7099 -4.1545
H 3.6920 -2.4170 -2.6947
H 2.9486 -0.8597 -3.1465
S 1.3063 2.6598 0.8817
C -0.1866 3.3734 1.3946
N -0.4698 4.6096 0.9209
C -1.5569 5.3054 1.3145
C -2.4020 4.7420 2.2227
C -2.0690 3.4621 2.6762
N -0.9929 2.8011 2.2766
H 0.1680 5.0127 0.2441
H -1.6967 6.2861 0.8819
H -3.2790 5.2643 2.5723
H -2.6975 2.9513 3.3972
F 2.3689 -3.7889 2.0710
C 1.4796 -3.2794 2.9125
F 0.3350 -3.9376 2.7611
F 1.9089 -3.4354 4.1623
C 1.2759 -1.7709 2.6145
O 1.0673 -1.5698 1.2657
C 2.5415 -0.9515 3.0308
F 2.5041 0.2225 2.2987
F 2.5864 -0.6161 4.2980
F 3.6612 -1.5604 2.6867
C 0.0168 -1.1884 3.3118
F -1.0852 -1.7833 2.9016
F 0.0515 -1.1380 4.6171
F -0.0692 0.1287 2.8292
C -3.3243 -2.5616 0.1820
Si -3.6697 -0.7619 0.4617
C -5.0791 -0.1272 -0.5620
C -3.9452 -0.3484 2.2551
As -1.7736 0.5391 -0.2297
Si -1.1894 -0.2075 -2.4264
C -2.7043 -0.3732 -3.4872
C -0.3528 -1.8863 -2.2844
C -0.0200 1.0778 -3.1425
H -4.1554 -3.1449 0.5895
H -2.4087 -2.8849 0.6783
H -3.2541 -2.7943 -0.8821
H -5.9345 -0.7915 -0.4050
H -4.8582 -0.1082 -1.6277
H -5.3756 0.8754 -0.2509
H -4.9830 -0.5843 2.5065
H -3.7940 0.7145 2.4495
H -3.3047 -0.9252 2.9189
H -3.3642 -1.1585 -3.1147
H -2.3969 -0.6530 -4.4986
H -3.2650 0.5595 -3.5528
H -1.0354 -2.6139 -1.8432
H 0.5579 -1.8884 -1.6774
H -0.0775 -2.2532 -3.2779
H -0.5836 1.9181 -3.5511
H 0.5601 0.6451 -3.9621
H 0.6835 1.4836 -2.4117
*
```

=====

# 6
C18H30ClF5IO35PS8 as an isolated structure. Source: the OMol25 dataset; level of theory: ωB97M-V/def2-TZVPD.

Results
HOMO-LUMO gap = 7.420 eV
electronic energy = -8120.7272 Eh

Geometry as ORCA input:
```
! wB97M-V def2-TZVPD RIJCOSX def2/J DEFGRID3
* xyz 0 1
O 2.1940 -0.9036 1.0003
C 2.3734 -0.0363 -0.0202
I 3.4689 1.8184 0.3624
C 1.7778 -0.2915 -1.5271
O 0.3401 -0.5714 -1.3929
P -0.0054 -2.2693 -1.2635
O -0.6805 -2.7845 -2.6170
O 1.4685 -3.2429 -1.0720
Cl 1.0837 -4.8740 -0.8960
O -1.0508 -2.7317 0.0417
S -1.9689 -1.4339 0.6548
O -1.0606 -0.3066 1.2854
O -2.7502 -2.0234 1.8957
C -3.2898 -0.7777 -0.4993
F -4.5144 -0.2732 0.2216
F -3.7807 -1.9584 -1.3036
C -2.7896 0.3511 -1.5740
F -4.0367 1.0847 -2.0111
F -1.8865 1.3904 -1.0292
F -2.2490 -0.2499 -2.8507
H 1.8638 0.7510 -2.1028
H 2.3785 -1.0601 -2.1728
C -0.9279 -2.8906 6.7415
C -1.8908 -3.9939 6.3110
O -2.9162 -3.3288 5.5768
S -2.2703 -2.0404 4.8131
O -1.9777 -2.4240 3.4499
O -3.0478 -0.8712 5.1522
O -0.8657 -1.9874 5.6390
H -1.3158 -2.3448 7.6076
H 0.0676 -3.2787 6.9731
H -2.3137 -4.5331 7.1620
H -1.4001 -4.7046 5.6376
C -6.0035 -2.7984 -4.2221
C -4.9287 -1.8819 -4.8004
O -4.5699 -2.4690 -6.0491
S -5.8797 -3.2047 -6.6845
O -6.4849 -2.3029 -7.6393
O -5.5278 -4.5687 -7.0037
O -6.7958 -3.2069 -5.3359
H -5.5592 -3.6930 -3.7739
H -6.6237 -2.2899 -3.4791
H -4.0561 -1.7998 -4.1480
H -5.3289 -0.8822 -4.9999
C -2.6722 4.9045 -0.8825
C -3.2341 4.8786 -2.3013
O -3.0306 6.1959 -2.8074
S -1.6721 6.8127 -2.1484
O -0.5888 6.6230 -3.0873
O -1.9898 8.0937 -1.5615
O -1.5037 5.7201 -0.9501
H -3.3761 5.3748 -0.1883
H -2.4187 3.9045 -0.5205
H -4.2945 4.6161 -2.3247
H -2.6733 4.1832 -2.9347
C 0.7293 2.8107 6.6084
C 1.9855 2.1288 6.0729
O 2.1281 0.9438 6.8527
S 0.6470 0.4024 7.2695
O 0.2661 -0.6340 6.3358
O 0.6129 0.2223 8.7023
O -0.1848 1.7539 6.8962
H 0.9377 3.3443 7.5414
H 0.2947 3.5038 5.8831
H 2.8729 2.7597 6.1642
H 1.8568 1.8313 5.0268
C -3.2760 -6.6842 -5.9051
C -1.9598 -6.0179 -6.2969
O -1.0542 -6.3312 -5.2412
S -1.4344 -7.7967 -4.6343
O -0.5669 -8.7778 -5.2474
O -1.5943 -7.6715 -3.2042
O -2.9112 -7.9294 -5.3122
H -3.8090 -6.0925 -5.1540
H -3.9280 -6.8489 -6.7672
H -2.0588 -4.9359 -6.4118
H -1.5611 -6.4470 -7.2223
C 6.8175 4.1510 5.9847
C 7.0149 4.6096 4.5423
O 5.7254 5.0331 4.1056
S 4.9104 5.6472 5.3780
O 5.0472 7.0865 5.3494
O 3.6326 4.9797 5.4675
O 5.8824 5.0673 6.5514
H 6.3784 3.1489 6.0232
H 7.7519 4.1600 6.5523
H 7.3968 3.8122 3.9004
H 7.6886 5.4715 4.4915
C 5.5293 3.2482 -3.7559
C 6.7855 2.5663 -4.2914
O 6.9281 1.3813 -3.5116
S 5.4470 0.8399 -3.0947
O 5.0661 -0.1965 -4.0285
O 5.4129 0.6598 -1.6620
O 4.6152 2.1914 -3.4680
H 5.7377 3.7818 -2.8229
H 5.0947 3.9413 -4.4812
H 7.6729 3.1972 -4.2001
H 6.6568 2.2688 -5.3375
*
```

=====

# 7
C18H30ClN2OPPtSi as an isolated structure. Source: the OMol25 dataset; level of theory: ωB97M-V/def2-TZVPD.

Results
HOMO-LUMO gap (spin up / spin down) = 4.783 / 3.262 eV
electronic energy = -2098.6979 Eh

Geometry as ORCA input:
```
! wB97M-V def2-TZVPD RIJCOSX def2/J DEFGRID3
* xyz 0 5
Pt -0.4851 0.3017 0.1030
Si 2.3114 -0.2612 -0.6988
P -1.0160 0.3948 -2.1186
N 0.9407 -1.1056 -0.2365
H -1.0402 1.5814 0.7640
C -2.8134 0.4253 -2.5355
H -2.9585 0.5304 -3.6219
H -3.2936 1.2691 -2.0178
H -3.2467 -0.5330 -2.2144
C -0.2637 1.6548 -3.2556
H -0.6369 1.4926 -4.2798
H 0.8288 1.5530 -3.2767
H -0.5434 2.6624 -2.9202
C -0.5418 -1.1025 -3.0753
H -0.7724 -0.9727 -4.1392
H -1.0901 -1.9787 -2.7269
H 0.5234 -1.3126 -3.0080
C 2.4854 1.6671 -0.5035
H 2.8524 1.8266 0.5370
H 1.6165 2.3077 -0.8029
H 3.3236 1.8021 -1.2246
H 3.3908 -0.6891 0.2077
H 2.5017 -0.3809 -2.1597
C 0.5834 -2.4374 -0.3203
C -1.2182 -4.0664 -0.3799
C -0.7744 -2.7763 -0.0391
C 1.5192 -3.3920 -0.8078
C 1.0268 -4.6505 -1.1691
C -0.3223 -4.9893 -0.9434
H -2.2681 -4.2910 -0.1775
H -1.4614 -1.9630 0.2793
H 2.5425 -3.0439 -1.0116
H 1.7183 -5.3568 -1.6189
H -0.6837 -5.9775 -1.1957
C -1.4643 3.1787 0.5291
O -1.6623 3.2297 -0.7002
C -2.6644 2.8888 1.4892
H -3.3010 3.7788 1.5810
H -2.3604 2.5516 2.4938
H -3.2452 2.0777 1.0854
C -0.2775 3.8485 1.1680
H -0.3507 4.9086 0.8871
H 0.6360 3.4466 0.7216
H -0.2049 3.7554 2.2585
Cl 3.1671 1.7667 4.4413
C 1.9477 0.6506 3.8545
C 1.6001 -0.4979 4.5940
C 0.6215 -1.3296 4.0253
C 0.0369 -0.9557 2.8118
N 0.3290 0.1630 2.1179
C 1.2669 0.9961 2.6598
H 2.0621 -0.6665 5.5740
H 0.2927 -2.2723 4.4937
H -0.6814 -1.6368 2.3555
H 1.5175 1.9297 2.1467
*
```

=====

# 8
C18H30GdN3O as an isolated structure. Source: the OMol25 dataset; level of theory: ωB97M-V/def2-TZVPD.

Results
HOMO-LUMO gap (spin up / spin down) = 6.828 / 5.594 eV
electronic energy = -1708.4521 Eh

Geometry as ORCA input:
```
! wB97M-V def2-TZVPD RIJCOSX def2/J DEFGRID3
* xyz 2 8
C 1.6676 2.0745 -0.9499
H 2.5325 2.7406 -0.9312
H 1.8128 1.3758 -1.7970
H 1.9947 1.3556 0.3513
C 0.3825 2.9102 -1.0226
H -0.4936 2.3118 -1.3676
H 0.1203 3.2840 -0.0146
C 0.5368 4.1078 -1.9798
H -0.3731 4.7102 -1.9871
H 1.3741 4.7381 -1.6676
H 0.7278 3.7547 -2.9972
C -0.7425 -1.8127 -0.0952
C -1.3985 -0.9855 -1.0542
C -0.4438 -0.6323 -2.0599
C 0.8064 -1.2423 -1.7139
C 0.6176 -1.9631 -0.4922
C 1.6200 -2.8201 0.1897
C 2.0290 -1.2655 -2.5601
C -0.7198 0.1227 -3.3115
C -2.8440 -0.6384 -1.0598
C -1.3812 -2.4933 1.0599
Gd 0.4223 0.6560 0.0942
H 2.9071 -1.5675 -1.9773
H 1.9215 -1.9833 -3.3896
H 2.2419 -0.2865 -3.0091
H 2.6252 -2.6504 -0.2112
H 1.6531 -2.6193 1.2697
H 1.3851 -3.8887 0.0590
H -2.2493 -1.9362 1.4344
H -1.7333 -3.5022 0.7866
H -0.6782 -2.6144 1.8951
H -3.0252 0.3205 -1.5635
H -3.4397 -1.4008 -1.5887
H -3.2499 -0.5634 -0.0416
H 0.0998 0.8106 -3.5681
H -0.8454 -0.5579 -4.1694
H -1.6390 0.7163 -3.2284
C 2.1726 -0.1936 4.5781
N 0.8227 0.1761 4.1423
C -0.2203 0.3026 5.0231
C -1.4638 0.6114 4.5520
C -1.6390 0.8231 3.1765
N -0.5798 0.7428 2.3276
C 0.6183 0.3483 2.8281
O 1.5864 0.1377 1.9957
N -2.8183 1.0838 2.5914
H 2.9037 0.5241 4.1925
H 2.4321 -1.1954 4.2157
H 2.1779 -0.1826 5.6687
H 0.0542 0.1315 6.0629
H -2.3180 0.6993 5.2186
H -3.6617 1.1786 3.1490
H -2.8777 1.2654 1.5971
*
```